[1]
8 unconnected molecules or ions with the total composition C41H70ClNO18PSi. Source: OMol25; level of theory: the ωB97M-V functional and the def2-TZVPD basis.

XYZ file:
```
133
C41H70ClNO18PSi, DFT the ωB97M-V functional and the def2-TZVPD basis
C 5.256 1.371 1.883
C 5.617 0.148 1.102
O 6.712 -0.164 0.754
O 4.523 -0.633 0.780
C 4.444 -1.084 -0.558
C 3.108 -0.586 -1.111
C 3.169 0.947 -1.188
N 2.914 -1.029 -2.550
C 1.422 -0.918 -2.840
C 0.739 -1.134 -1.472
C -0.634 -0.467 -1.277
C -0.729 0.741 -0.352
O 0.410 1.599 -0.412
Si 0.065 3.129 -1.025
C 1.673 4.089 -0.899
C -1.194 4.047 -0.017
C -0.341 2.945 -2.844
C 1.826 -1.073 -0.375
P 2.066 -2.724 0.507
O 2.267 -2.196 2.027
Cl 0.106 -3.399 0.562
H 4.394 1.201 2.530
H 5.004 2.172 1.181
H 6.115 1.695 2.468
H 5.273 -0.671 -1.146
H 4.528 -2.176 -0.599
H 4.176 1.274 -1.470
H 2.917 1.380 -0.221
H 2.442 1.356 -1.891
H 3.328 -1.924 -2.816
H 3.392 -0.343 -3.139
H 1.159 -1.755 -3.484
H 1.213 0.028 -3.337
H 0.474 -2.193 -1.528
H -1.285 -1.240 -0.856
H -1.021 -0.253 -2.274
H -1.626 1.303 -0.655
H -0.920 0.425 0.680
H 1.533 5.132 -1.190
H 2.047 4.050 0.131
H 2.460 3.650 -1.522
H -2.115 3.505 0.202
H -0.705 4.368 0.909
H -1.449 4.960 -0.567
H -0.853 3.832 -3.223
H -0.948 2.048 -3.009
H 0.606 2.829 -3.385
H 1.674 -0.322 0.405
H 2.061 -1.256 2.139
O -0.067 -0.174 4.581
C -0.524 -1.269 4.778
O -1.713 -1.456 5.381
C -1.974 -2.869 5.556
C -1.106 -3.559 4.512
C 0.085 -2.606 4.423
H -1.698 -3.143 6.575
H -3.042 -3.028 5.422
H -0.854 -4.583 4.777
H -1.634 -3.574 3.554
H 0.859 -2.845 5.154
H 0.524 -2.544 3.435
O -1.735 -0.701 -4.265
C -2.030 0.103 -5.113
O -2.291 1.380 -4.808
C -2.691 2.117 -5.987
C -2.130 1.312 -7.153
C -2.178 -0.116 -6.604
H -3.782 2.166 -5.996
H -2.293 3.125 -5.909
H -2.689 1.457 -8.074
H -1.095 1.600 -7.336
H -3.138 -0.603 -6.782
H -1.382 -0.756 -6.976
O -4.337 3.313 -1.000
C -4.906 2.301 -1.295
O -5.466 2.110 -2.509
C -6.165 0.853 -2.549
C -5.534 0.009 -1.447
C -5.147 1.078 -0.427
H -7.224 1.044 -2.371
H -6.047 0.429 -3.543
H -6.204 -0.757 -1.064
H -4.636 -0.483 -1.826
H -5.961 1.308 0.264
H -4.252 0.838 0.143
O -5.529 -1.763 5.093
C -5.488 -0.595 4.828
O -6.607 0.144 4.638
C -6.262 1.476 4.221
C -4.829 1.687 4.696
C -4.264 0.271 4.618
H -6.348 1.524 3.132
H -6.977 2.167 4.659
H -4.286 2.423 4.107
H -4.831 2.022 5.734
H -3.859 0.042 3.629
H -3.511 0.055 5.367
O -0.345 6.040 -6.216
C 0.001 6.696 -5.277
O -0.364 6.376 -4.009
C 0.106 7.377 -3.089
C 1.263 8.067 -3.800
C 0.838 7.960 -5.263
H -0.717 8.060 -2.872
H 0.410 6.884 -2.168
H 1.430 9.083 -3.450
H 2.183 7.500 -3.645
H 0.202 8.790 -5.574
H 1.668 7.867 -5.957
O -0.897 -6.732 4.933
C -2.058 -7.033 4.924
O -2.851 -6.844 6.000
C -4.169 -7.372 5.754
C -4.303 -7.406 4.236
C -2.861 -7.658 3.801
H -4.224 -8.367 6.200
H -4.892 -6.724 6.243
H -5.014 -8.152 3.890
H -4.633 -6.431 3.875
H -2.617 -8.722 3.762
H -2.601 -7.199 2.851
O 11.280 -4.366 -0.843
C 10.558 -3.828 -0.060
O 10.881 -2.655 0.542
C 9.877 -2.288 1.501
C 8.619 -3.026 1.062
C 9.200 -4.292 0.438
H 10.217 -2.601 2.491
H 9.770 -1.206 1.490
H 7.924 -3.207 1.879
H 8.100 -2.440 0.301
H 9.358 -5.084 1.171
H 8.615 -4.684 -0.390
```

Results
Gap between HOMO and LUMO in eV: 8.7
E_HOMO in eV: -11.476
Multiplicity: 1
E in eV: -111685.71768
Charge: +1

Atom charges from the Mulliken analysis, given in e for atoms 1 to 4: atom 1 (C): -1.1541, atom 2 (C): 0.7511, atom 3 (O): -0.5091, atom 4 (O): 0.0674

=====

[2]
A molecular structure, C41H71BN8O2RuS3SbSi3 at a distorted geometry. Source: OMol25; level of theory: the ωB97M-V functional and the def2-TZVPD basis.

XYZ file:
```
131
C41H71BN8O2RuS3SbSi3, DFT the ωB97M-V functional and the def2-TZVPD basis
Ru -0.642 -0.725 0.880
C 1.569 -3.540 -2.872
C 1.720 -2.113 -2.469
C 2.865 -1.382 -2.684
C 2.933 -0.053 -2.218
N 1.890 0.543 -1.698
N 0.765 -0.122 -1.516
B -0.434 0.557 -0.911
N -1.612 0.430 -1.918
N -1.227 0.909 -3.090
C -2.027 0.895 -4.117
C -3.348 0.398 -3.983
C -3.768 -0.111 -2.785
C -5.123 -0.685 -2.576
C -2.829 -0.108 -1.707
S -3.201 -0.798 -0.214
C -1.498 1.432 -5.426
C -1.663 0.371 -6.523
C -0.019 1.786 -5.276
C -2.306 2.680 -5.807
N -0.324 2.074 -0.560
N 0.144 2.926 -1.455
C 0.077 4.218 -1.239
C -0.517 4.728 -0.060
C -1.016 3.866 0.884
C -1.638 4.313 2.161
C -0.892 2.489 0.595
S -1.446 1.330 1.726
C 0.529 5.159 -2.335
C 0.918 6.535 -1.790
C -0.679 5.314 -3.269
C 1.718 4.585 -3.101
C 0.669 -1.458 -1.800
S -0.677 -2.343 -1.225
C 4.235 0.706 -2.280
C 4.786 0.710 -3.712
C 4.029 2.149 -1.828
C 5.212 0.010 -1.321
H 2.513 -3.960 -3.208
H 0.840 -3.611 -3.680
H 1.190 -4.140 -2.043
H 3.705 -1.834 -3.184
H -4.017 0.399 -4.829
H -5.731 -0.591 -3.471
H -5.625 -0.185 -1.748
H -5.032 -1.738 -2.316
H -1.160 -0.553 -6.244
H -1.220 0.738 -7.446
H -2.711 0.154 -6.717
H 0.568 0.891 -5.085
H 0.124 2.466 -4.441
H 0.346 2.256 -6.185
H -3.346 2.432 -6.007
H -1.886 3.126 -6.704
H -2.281 3.422 -5.011
H -0.586 5.789 0.108
H -1.835 5.379 2.142
H -0.977 4.094 3.000
H -2.568 3.776 2.342
H 0.044 7.111 -1.498
H 1.425 7.093 -2.571
H 1.594 6.454 -0.942
H -1.536 5.707 -2.725
H -0.947 4.353 -3.696
H -0.434 6.003 -4.072
H 2.613 4.643 -2.488
H 1.885 5.162 -4.004
H 1.539 3.551 -3.372
H 4.041 1.101 -4.402
H 5.083 -0.280 -4.046
H 5.661 1.352 -3.757
H 3.331 2.634 -2.498
H 4.976 2.682 -1.854
H 3.628 2.188 -0.819
H 5.438 -1.003 -1.641
H 4.785 -0.028 -0.321
H 6.141 0.572 -1.279
C 0.671 -6.411 1.970
N 1.048 -5.076 1.563
C 2.223 -4.813 0.938
C 2.613 -3.558 0.614
C 1.713 -2.478 0.899
O 1.887 -1.270 0.643
N 0.554 -2.810 1.504
C 0.188 -4.038 1.863
O -0.857 -4.214 2.496
H 1.534 -7.068 1.916
H -0.123 -6.795 1.329
H 0.299 -6.373 2.993
H 2.843 -5.669 0.722
H 3.552 -3.359 0.131
C -0.846 -2.043 6.963
Si -0.617 -3.125 5.418
C 1.202 -3.655 5.247
C -1.803 -4.604 5.408
Sb -0.946 -1.510 3.307
Si -3.934 -1.502 3.472
C -4.712 0.043 2.672
C -4.136 -1.410 5.374
C -4.067 -3.177 2.563
Si 1.638 0.033 3.603
C 1.801 1.472 2.342
C 3.202 -1.071 3.416
C 1.423 0.640 5.420
H -0.528 -2.611 7.831
H -1.876 -1.757 7.134
H -0.250 -1.138 6.931
H 1.381 -4.581 5.784
H 1.870 -2.906 5.663
H 1.470 -3.824 4.209
H -1.337 -5.424 5.948
H -2.005 -4.952 4.401
H -2.745 -4.390 5.903
H -4.327 0.961 3.107
H -5.789 0.036 2.813
H -4.526 0.081 1.603
H -3.615 -0.550 5.784
H -3.776 -2.298 5.880
H -5.186 -1.297 5.627
H -3.609 -3.095 1.576
H -5.099 -3.488 2.427
H -3.539 -3.965 3.094
H 1.596 1.129 1.326
H 2.828 1.828 2.350
H 1.158 2.317 2.570
H 3.500 -1.116 2.373
H 3.084 -2.089 3.769
H 4.018 -0.621 3.974
H 0.425 1.007 5.636
H 2.118 1.452 5.605
H 1.661 -0.148 6.126
```

Results
Gap between HOMO and LUMO (spin up / spin down) in eV: 5.9 / 5.7
E_HOMO (spin up / spin down) in eV: -11.330 / -12.541
Multiplicity: 6
⟨S²⟩: 8.78
E in eV: -125609.71429
Charge: +2

Atom charges from the natural (NBO) analysis, given in e for atoms 1 to 4: atom 1 (Ru): 0.7029, atom 2 (C): -0.6463, atom 3 (C): -0.0581, atom 4 (C): -0.1475

=====

Among the records above, which one has the highest charge? C41H71BN8O2RuS3SbSi3